No. 1
A molecular structure, C35H49BClN7O4PS2W, computed with ωB97M-V with the def2-TZVPD basis set.

Computed properties:
largest force on an atom = 0.87 eV Å⁻¹
total energy = -3737.397424 Eh
multiplicity = 4
HOMO energy (spin up / spin down) = -0.2033 / -0.2668 Eh
energy above the lowest of the compared OMol25 structures with the same formula, charge and spin = 2.582 eV
Kohn-Sham gap (spin up / spin down) = 5.54 / 6.64 eV

```
101
Properties=species:S:1:pos:R:3:lowdin_charge:R:1
W 0.479 0.051 0.152 1.60
C -1.174 3.884 -0.754 -0.06
C -1.108 3.720 0.767 -0.34
C 0.295 3.907 1.341 -0.04
C -1.739 2.432 1.220 -0.26
C -3.024 2.375 1.765 0.00
C -3.226 1.056 2.092 -0.06
N -2.127 0.371 1.763 -0.03
N -1.199 1.203 1.213 -0.02
B -1.892 -1.119 2.047 -0.55
N -1.813 -1.964 0.770 -0.03
C -2.749 -2.811 0.346 -0.05
C -2.324 -3.367 -0.835 -0.01
C -1.092 -2.770 -1.112 -0.30
N -0.759 -1.941 -0.098 -0.07
C -0.404 -3.100 -2.423 -0.35
C 0.713 -2.225 -2.982 -0.10
C 0.062 -4.562 -2.393 -0.06
N -0.569 -1.306 2.775 -0.02
C -0.376 -1.859 3.970 -0.04
C 0.977 -1.930 4.195 0.00
C 1.572 -1.371 3.059 -0.25
N 0.613 -0.997 2.189 0.01
C 3.058 -1.220 2.917 -0.36
C 3.747 -2.588 2.968 -0.05
C 3.566 -0.362 4.081 -0.07
H -0.705 4.824 -1.047 0.08
H -2.210 3.892 -1.096 0.08
H -0.667 3.067 -1.260 0.00
H -1.748 4.493 1.202 0.13
H 0.901 3.018 1.198 0.04
H 0.249 4.098 2.414 0.09
H 0.800 4.748 0.864 0.09
H -3.693 3.205 1.906 0.11
H -4.058 0.557 2.557 0.12
H -2.789 -1.530 2.728 0.13
H -3.647 -2.958 0.919 0.13
H -2.847 -4.071 -1.456 0.11
H -1.222 -3.021 -3.146 0.13
H 1.685 -2.516 -2.590 0.06
H 0.542 -1.165 -2.795 0.01
H 0.750 -2.364 -4.063 0.08
H 0.852 -4.691 -1.649 0.07
H 0.465 -4.843 -3.366 0.08
H -0.747 -5.248 -2.147 0.07
H -1.214 -2.170 4.568 0.13
H 1.477 -2.322 5.062 0.11
H 3.281 -0.722 1.974 0.10
H 3.628 -3.039 3.954 0.08
H 4.815 -2.476 2.776 0.09
H 3.339 -3.282 2.235 0.05
H 3.379 -0.868 5.030 0.08
H 3.061 0.602 4.111 0.09
H 4.641 -0.198 3.997 0.08
C -4.427 0.085 -5.269 -0.10
C -3.458 1.241 -5.418 -0.34
O -2.160 0.822 -5.844 -0.40
P -1.287 -0.138 -4.830 0.65
S -1.469 0.252 -1.633 0.21
S -0.872 1.304 -3.294 0.24
O 0.076 -0.161 -5.700 -0.41
C 0.861 1.004 -5.992 -0.31
C 2.159 0.950 -5.216 -0.08
H -5.434 0.469 -5.105 0.08
H -4.162 -0.550 -4.423 0.06
H -4.431 -0.527 -6.172 0.08
H -3.362 1.793 -4.478 0.08
H -3.798 1.936 -6.187 0.11
H 0.292 1.906 -5.753 0.09
H 1.039 0.997 -7.069 0.12
H 1.949 0.887 -4.148 0.04
H 2.749 1.849 -5.402 0.08
H 2.746 0.080 -5.512 0.08
Cl 6.357 4.701 -0.267 0.63
C 5.066 3.590 0.118 -0.68
C 5.131 2.857 1.298 -0.11
C 4.087 1.988 1.610 -0.01
C 2.989 1.829 0.780 -0.33
O 1.973 1.029 1.157 -0.27
C 2.954 2.556 -0.447 -0.19
C 1.892 2.393 -1.325 -0.22
O 0.918 1.517 -1.157 -0.49
C 4.010 3.455 -0.744 -0.06
H 5.974 2.970 1.963 0.10
H 4.120 1.442 2.535 0.07
H 1.811 2.992 -2.229 0.13
H 3.972 4.026 -1.662 0.11
C 5.626 -3.453 -1.468 -0.03
C 4.412 -2.648 -1.116 -0.24
C 4.230 -1.354 -1.592 0.02
C 3.088 -0.650 -1.270 -0.08
N 2.116 -1.163 -0.491 -0.08
C 2.286 -2.416 -0.026 -0.14
C 3.400 -3.173 -0.318 -0.03
H 6.451 -2.812 -1.770 0.08
H 5.399 -4.123 -2.300 0.09
H 5.947 -4.068 -0.628 0.09
H 4.974 -0.878 -2.215 0.13
H 2.930 0.347 -1.656 0.10
H 1.488 -2.806 0.592 0.11
H 3.473 -4.175 0.083 0.12
```

No. 2
9 unconnected molecules or ions with the total composition C7H31NO8 at a distorted geometry, computed with ωB97M-V with the def2-TZVPD basis set.

Computed properties:
structure (SMILES) = CCCC/C(C)=C/N.O.O.O.O.O.O.O.O
largest force on an atom = 2.87 eV Å⁻¹
total energy = -941.998011 Eh
multiplicity = 1
HOMO energy = -0.3074 Eh
energy above the lowest of the compared OMol25 structures with the same formula, charge and spin = 0.553 eV
Kohn-Sham gap = 8.69 eV

```
47
Properties=species:S:1:pos:R:3:nbo_charge:R:1
C 1.792 2.886 0.027 -0.62
C 0.762 1.859 -0.491 -0.41
C 1.266 1.152 -1.751 -0.39
C 2.375 0.130 -1.506 -0.42
C 1.920 -0.919 -0.551 -0.06
C 2.503 -0.910 0.827 -0.66
C 1.019 -1.823 -0.964 -0.05
N 0.343 -2.707 -0.079 -0.91
H 2.704 2.384 0.292 0.20
H 1.405 3.440 0.909 0.21
H 2.056 3.649 -0.760 0.21
H 0.552 1.118 0.293 0.20
H -0.193 2.362 -0.688 0.20
H 1.586 1.895 -2.515 0.20
H 0.433 0.651 -2.254 0.19
H 2.696 -0.268 -2.448 0.22
H 3.247 0.716 -1.087 0.20
H 3.242 -1.678 0.888 0.22
H 1.773 -1.083 1.571 0.23
H 3.030 0.084 1.095 0.21
H 0.634 -1.841 -2.003 0.21
H 0.017 -3.547 -0.555 0.39
H 0.830 -2.961 0.813 0.43
O 0.867 0.578 3.203 -0.98
H 0.178 -0.039 2.877 0.49
H 1.130 1.161 2.473 0.46
O 0.869 -2.984 2.948 -0.97
H 1.541 -2.492 3.434 0.48
H 0.094 -2.464 2.965 0.49
O -2.067 -0.851 -0.977 -1.01
H -2.619 -0.639 -0.238 0.51
H -1.241 -1.291 -0.620 0.51
O -3.046 2.539 0.501 -0.98
H -2.353 3.085 0.850 0.48
H -2.779 2.342 -0.454 0.51
O -0.925 -1.113 2.205 -1.01
H -1.772 -0.708 2.035 0.51
H -0.672 -1.542 1.336 0.50
O -2.062 -2.009 -3.398 -0.95
H -2.163 -1.689 -2.541 0.48
H -2.816 -1.606 -3.820 0.46
O -3.197 -0.011 1.313 -1.01
H -3.114 0.973 1.098 0.52
H -4.071 -0.143 1.633 0.49
O -2.222 1.669 -1.890 -0.97
H -1.431 1.885 -2.374 0.49
H -2.125 0.756 -1.621 0.50
```

No. 3
2 unconnected molecules or ions with the total composition C24H37N3P at a distorted geometry, computed with ωB97M-V with the def2-TZVPD basis set.

Computed properties:
largest force on an atom = 2.68 eV Å⁻¹
total energy = -1442.106943 Eh
multiplicity = 1
total charge = +1
HOMO energy = -0.3675 Eh
energy above the lowest of the compared OMol25 structures with the same formula, charge and spin = 0.000 eV
Kohn-Sham gap = 5.51 eV

```
65
Properties=species:S:1:pos:R:3:nbo_charge:R:1
C 0.377 -2.235 2.876 -0.39
N 1.346 -1.298 2.358 -0.48
C 1.515 -0.055 3.055 -0.41
C 1.692 -1.399 0.970 -0.21
C 3.017 -0.818 0.529 -0.04
C 4.031 -0.545 1.437 -0.20
C 5.174 0.117 0.996 -0.19
C 5.327 0.447 -0.355 -0.04
C 6.584 1.120 -0.809 -0.63
C 4.324 0.092 -1.262 -0.16
C 3.175 -0.550 -0.836 -0.24
H -0.136 -1.807 3.763 0.21
H -0.372 -2.568 2.122 0.16
H 0.942 -3.144 3.155 0.20
H 0.618 0.204 3.644 0.19
H 2.369 -0.209 3.734 0.19
H 1.784 0.775 2.381 0.20
H 1.560 -2.450 0.653 0.21
H 3.918 -0.892 2.465 0.22
H 5.951 0.364 1.718 0.22
H 6.585 1.213 -1.902 0.22
H 6.622 2.125 -0.372 0.22
H 7.501 0.602 -0.490 0.23
H 4.453 0.307 -2.326 0.20
H 2.415 -0.911 -1.535 0.19
C -3.296 -1.640 2.304 -0.62
C -3.358 -1.571 0.785 0.13
C -3.075 -2.958 0.209 -0.64
C -4.735 -1.117 0.312 -0.62
N -2.357 -0.633 0.233 -0.66
P -1.636 -1.050 -1.233 1.28
H 0.973 -0.795 0.452 0.15
N -1.029 0.515 -1.406 -0.67
C -0.390 0.908 -2.682 0.12
C -1.414 1.672 -3.517 -0.62
C -0.007 -0.361 -3.440 -0.64
C 0.858 1.750 -2.437 -0.62
C -1.626 1.447 -0.509 0.19
C -2.415 0.779 0.445 0.10
C -3.247 1.477 1.315 -0.22
C -3.250 2.890 1.236 -0.18
C -2.453 3.560 0.288 -0.17
C -1.632 2.841 -0.608 -0.23
H -3.513 -0.677 2.768 0.21
H -4.060 -2.361 2.630 0.23
H -2.316 -1.983 2.659 0.23
H -3.159 -2.954 -0.890 0.22
H -2.093 -3.360 0.500 0.23
H -3.847 -3.638 0.586 0.25
H -4.728 -1.005 -0.781 0.21
H -5.450 -1.899 0.590 0.23
H -5.028 -0.170 0.777 0.22
H -1.657 2.647 -3.082 0.22
H -0.990 1.821 -4.518 0.23
H -2.330 1.072 -3.603 0.21
H 0.753 -0.963 -2.922 0.23
H -0.895 -0.979 -3.639 0.22
H 0.406 -0.062 -4.411 0.25
H 1.596 1.203 -1.836 0.24
H 1.313 1.979 -3.413 0.23
H 0.630 2.692 -1.932 0.21
H -3.910 0.959 2.019 0.23
H -3.891 3.462 1.915 0.24
H -2.474 4.654 0.235 0.24
H -1.039 3.365 -1.366 0.23
```

No. 4
A molecular structure, C11H13Br2NO9P2V, computed with ωB97M-V with the def2-TZVPD basis set.

Computed properties:
largest force on an atom = 0.89 eV Å⁻¹
total energy = -7933.921713 Eh
multiplicity = 2
HOMO energy (spin up / spin down) = -0.3030 / -0.2805 Eh
Kohn-Sham gap (spin up / spin down) = 7.83 / 7.22 eV

```
39
Properties=species:S:1:pos:R:3:nbo_charge:R:1
V -0.342 0.480 -0.969 1.11
Br -0.401 3.246 -1.184 0.16
C -2.341 3.340 -1.234 -0.51
Br -3.054 1.679 -1.896 0.15
H -2.631 4.140 -1.903 0.24
H -2.685 3.458 -0.216 0.26
C 2.520 -1.475 -3.630 -0.64
C 1.136 -1.861 -3.106 -0.50
O 0.813 -3.215 -3.458 -0.75
P 1.100 -1.877 -1.289 2.37
O 2.059 -0.740 -0.800 -1.01
O 1.743 -3.261 -0.891 -0.97
O -0.258 -1.631 -0.702 -1.11
P -0.097 -0.675 -3.781 2.37
O -1.520 -1.229 -3.229 -1.00
O -0.064 -0.742 -5.252 -1.11
O 0.157 0.594 -2.982 -1.17
H 3.276 -2.153 -3.233 0.22
H 2.761 -0.453 -3.340 0.24
H 2.515 -1.539 -4.718 0.24
H 0.509 -3.214 -4.376 0.50
H 1.940 -0.533 0.222 0.52
H 1.440 -3.967 -1.478 0.53
H -2.121 -1.412 -3.958 0.52
O -2.303 1.940 1.384 -0.59
C -1.326 1.400 1.866 0.69
N -0.313 0.830 1.123 -0.78
C 0.620 0.314 1.957 0.68
O 1.669 -0.248 1.614 -0.63
C 0.195 0.533 3.373 -0.06
C 0.771 0.185 4.575 -0.18
C 0.090 0.543 5.736 -0.20
C -1.117 1.226 5.681 -0.19
C -1.694 1.572 4.460 -0.17
C -1.015 1.213 3.317 -0.14
H 1.712 -0.348 4.608 0.23
H 0.507 0.286 6.702 0.22
H -1.616 1.490 6.604 0.22
H -2.634 2.105 4.406 0.23
```

No. 5
A molecular structure, C27H44N6OPdS2 at a distorted geometry, computed with ωB97M-V with the def2-TZVPD basis set.

Computed properties:
largest force on an atom = 1.45 eV Å⁻¹
total energy = -2382.803080 Eh
multiplicity = 1
total charge = +2
HOMO energy = -0.5213 Eh
energy above the lowest of the compared OMol25 structures with the same formula, charge and spin = 0.380 eV
Kohn-Sham gap = 8.16 eV

```
81
Properties=species:S:1:pos:R:3:lowdin_charge:R:1
Pd -0.261 -0.202 -0.116 0.77
C -4.454 3.882 -4.237 -0.05
C -4.656 2.399 -3.928 -0.55
C -5.975 2.227 -3.162 -0.03
C -4.720 1.610 -5.248 -0.02
C -3.504 1.834 -3.115 -0.12
C -2.295 2.494 -2.941 0.03
C -1.288 1.919 -2.189 -0.10
N -1.388 0.720 -1.616 -0.01
C -2.533 0.027 -1.836 -0.18
C -3.588 0.562 -2.543 0.07
C -2.546 -1.352 -1.310 -0.17
C -3.522 -2.277 -1.635 0.08
C -3.476 -3.577 -1.143 -0.12
C -2.391 -3.881 -0.320 0.03
C -1.439 -2.931 -0.033 -0.10
N -1.507 -1.680 -0.516 -0.05
C -4.519 -4.629 -1.473 -0.56
C -5.620 -4.081 -2.378 -0.05
C -5.149 -5.122 -0.160 -0.03
C -3.820 -5.799 -2.184 -0.03
H -5.333 4.263 -4.756 0.10
H -3.598 4.052 -4.892 0.09
H -4.326 4.473 -3.328 0.10
H -6.789 2.643 -3.754 0.10
H -5.953 2.753 -2.206 0.10
H -6.218 1.181 -2.976 0.08
H -5.507 2.024 -5.879 0.10
H -4.948 0.557 -5.076 0.09
H -3.778 1.673 -5.795 0.10
H -2.119 3.468 -3.372 0.12
H -0.352 2.435 -2.049 0.07
H -4.490 -0.017 -2.663 0.11
H -4.321 -1.981 -2.296 0.11
H -2.263 -4.869 0.099 0.13
H -0.596 -3.168 0.593 0.05
H -6.162 -3.255 -1.912 0.09
H -6.345 -4.870 -2.577 0.10
H -5.230 -3.750 -3.343 0.09
H -5.652 -4.310 0.367 0.10
H -4.409 -5.561 0.509 0.08
H -5.889 -5.890 -0.381 0.10
H -3.331 -5.471 -3.102 0.10
H -4.560 -6.555 -2.447 0.10
H -3.074 -6.277 -1.548 0.09
C -0.684 1.582 5.446 0.02
C 0.111 0.629 4.640 -0.30
N 1.161 -0.012 5.033 0.16
N 1.543 -0.748 3.952 0.05
C 0.751 -0.590 2.897 -0.66
S 0.970 -1.374 1.399 0.74
N -0.185 0.291 3.325 -0.08
N -1.242 0.747 2.547 0.11
H -0.266 1.619 6.448 0.10
H -1.727 1.271 5.514 0.09
H -0.649 2.582 5.012 0.09
H 2.365 -1.329 4.007 0.17
H -2.111 0.609 3.049 0.12
H -1.100 1.729 2.333 0.09
C 0.135 4.699 1.633 -0.09
C 0.477 4.690 0.147 -0.27
C 1.792 3.968 -0.140 -0.32
S 1.530 2.199 -0.356 0.95
O 0.908 1.463 0.854 -0.64
C 3.212 1.577 -0.557 -0.32
C 3.975 1.301 0.735 -0.27
C 4.408 2.528 1.527 -0.09
H -0.858 5.113 1.804 0.08
H 0.847 5.308 2.191 0.09
H 0.170 3.690 2.052 0.04
H 0.569 5.712 -0.222 0.12
H -0.335 4.237 -0.430 0.09
H 2.528 4.169 0.638 0.08
H 2.225 4.238 -1.106 0.11
H 3.710 2.302 -1.205 0.11
H 3.087 0.655 -1.126 0.09
H 4.850 0.715 0.445 0.12
H 3.365 0.642 1.357 0.08
H 4.828 3.301 0.880 0.09
H 5.179 2.259 2.247 0.08
H 3.582 2.963 2.093 0.07
```

No. 6
A molecular structure, C2H4Cl2OS at a distorted geometry, computed with ωB97M-V with the def2-TZVPD basis set.

Computed properties:
largest force on an atom = 4.34 eV Å⁻¹
total energy = -1472.327053 Eh
multiplicity = 1
HOMO energy (spin up / spin down) = -0.3098 / -0.3098 Eh
energy above the lowest of the compared OMol25 structures with the same formula, charge and spin = 1.433 eV
Kohn-Sham gap (spin up / spin down) = 8.07 / 8.07 eV

```
10
Properties=species:S:1:pos:R:3:nbo_charge:R:1
C 0.482 0.846 -1.029 -0.69
C 1.694 0.379 -0.353 -0.14
O 2.298 -2.389 0.663 -0.86
S 0.865 -1.775 0.293 0.35
Cl 3.031 0.013 -1.257 0.08
Cl 2.093 1.059 1.172 0.05
H 0.591 1.955 -1.137 0.23
H 0.456 0.327 -1.984 0.25
H -0.314 0.512 -0.293 0.25
H 2.941 -2.329 -0.159 0.48
```

No. 7
C13H10N4O3 in the gas phase at a distorted geometry, computed with ωB97M-V with the def2-TZVPD basis set.

Computed properties:
structure (SMILES) = Cn1nc([N+](=O)[O-])nc1Oc1ccc2ccccc2c1
largest force on an atom = 2.38 eV Å⁻¹
total energy = -946.038122 Eh
multiplicity = 1
HOMO energy = -0.3126 Eh
energy above the lowest of the compared OMol25 structures with the same formula, charge and spin = 4.533 eV
Kohn-Sham gap = 8.27 eV

```
30
Properties=species:S:1:pos:R:3:nbo_charge:R:1
C -3.021 -2.948 0.002 -0.42
N -2.720 -1.547 0.000 -0.18
N -3.663 -0.611 0.000 -0.21
C -2.987 0.517 0.000 0.33
N -3.602 1.800 -0.001 0.51
O -2.868 2.762 -0.005 -0.35
O -4.811 1.837 0.002 -0.35
N -1.646 0.363 0.001 -0.50
C -1.498 -0.942 0.001 0.64
O -0.429 -1.705 0.001 -0.47
C 0.870 -1.195 0.000 0.34
C 1.865 -2.193 -0.002 -0.26
C 3.182 -1.839 -0.003 -0.17
C 3.566 -0.480 -0.001 -0.10
C 4.918 -0.081 -0.002 -0.17
C 5.253 1.245 0.000 -0.21
C 4.252 2.229 0.002 -0.20
C 2.932 1.874 0.003 -0.21
C 2.554 0.515 0.001 0.05
C 1.196 0.132 0.002 -0.30
H -4.103 -3.050 -0.028 0.24
H -2.576 -3.426 -0.871 0.22
H -2.626 -3.415 0.905 0.22
H 1.557 -3.227 -0.003 0.22
H 3.949 -2.599 -0.005 0.22
H 5.684 -0.843 -0.004 0.21
H 6.290 1.544 -0.001 0.22
H 4.535 3.271 0.004 0.22
H 2.157 2.626 0.005 0.22
H 0.432 0.892 0.004 0.26
```

No. 8
C4H6N2S in the gas phase at a distorted geometry, computed with ωB97M-V with the def2-TZVPD basis set.

Computed properties:
largest force on an atom = 3.23 eV Å⁻¹
total energy = -663.511938 Eh
multiplicity = 1
HOMO energy = -0.2865 Eh
energy above the lowest of the compared OMol25 structures with the same formula, charge and spin = 5.894 eV
Kohn-Sham gap = 8.28 eV

```
13
Properties=species:S:1:pos:R:3:nbo_charge:R:1
C -1.790 -0.169 0.898 0.00
C 1.530 0.324 -0.308 -0.52
C 1.987 1.164 -1.189 -0.41
C -1.230 -0.743 -0.424 -0.69
N -0.948 -0.141 1.828 -0.20
N 0.186 -0.841 1.664 -0.56
S 0.585 -0.984 -0.205 0.90
H -2.896 0.216 0.956 0.22
H 1.742 1.282 -2.256 0.18
H 2.801 1.856 -0.896 0.20
H -1.793 -1.484 -1.040 0.26
H -1.170 0.042 -1.159 0.24
H 0.995 -0.521 2.131 0.39
```